21
Properties=species:S:1:pos:R:3 method="wB97M-V/def2-TZVPD" de_lowest_kcal_mol=69.78 e_homo_ha=-0.279 spin_multiplicity=1 lumo_ha=0.036 smiles=C[C@@H]1[C@H](C)C1(C)C e_tot_ha=-275.005041 orbital_gap_ev=8.6
C 0.7523 -0.1227 -0.1267
C -0.5140 -0.2143 -0.8780
C 0.9530 -0.7816 1.2017
C -1.2531 1.7544 0.6719
C 1.9715 -0.1456 -1.0554
C -1.5833 -1.1134 -0.2679
C -0.3362 1.1957 -0.3938
H -0.4031 -0.4112 -1.9437
H -1.2973 -2.1564 -0.4555
H 1.9192 -0.5101 1.6439
H -1.5195 1.0439 1.4635
H -0.7771 2.6275 1.1241
H 2.0965 -1.1828 -1.4038
H 1.8172 0.4721 -1.9499
H -1.6936 -1.0068 0.8156
H 0.1699 -0.5132 1.9146
H 2.9186 0.1598 -0.5923
H 0.7310 1.4895 -0.2543
H -2.2028 2.1200 0.2463
H 0.9389 -1.8683 1.0591
H -2.5653 -0.9522 -0.7194

=====

21
Properties=species:S:1:pos:R:3 method="wB97M-V/def2-TZVPD" de_lowest_kcal_mol=51.24 e_homo_ha=-0.325 spin_multiplicity=1 lumo_ha=0.038 smiles="C=C(C)C.C=CC" e_tot_ha=-275.034587 orbital_gap_ev=9.9
C 1.1134 0.4183 -2.8395
C -1.7698 -1.2411 2.5121
C -1.9811 -0.2065 0.1514
C 1.7238 0.3399 -1.4388
C -0.1681 0.4945 1.8018
C -1.2631 -0.2429 1.4725
C 2.8731 0.9669 -1.0751
H -1.2486 -2.2128 2.4196
H 1.7564 1.0679 -3.4840
H 0.1142 0.8437 -2.7724
H 0.1608 0.6578 2.8472
H -2.9548 0.3336 0.1690
H 1.3820 -0.4673 -0.7787
H 3.5062 0.5975 -0.2475
H -2.8009 -1.4684 2.4073
H -1.3203 0.2094 -0.6195
H 3.2181 1.7825 -1.6706
H -2.2341 -1.2304 -0.1394
H 0.5131 0.8711 1.0466
H 1.0351 -0.5922 -3.3072
H -1.6555 -0.9216 3.5451

=====

21
Properties=species:S:1:pos:R:3 method="wB97M-V/def2-TZVPD" de_lowest_kcal_mol=35.31 e_homo_ha=-0.335 spin_multiplicity=1 lumo_ha=0.041 e_tot_ha=-275.059976 orbital_gap_ev=10.2
C -2.2276 -0.0190 1.2784
C -1.1398 0.8536 -0.8501
C 1.2827 -1.4744 -1.4207
C 1.9438 -0.6833 0.8661
C -0.2259 1.8915 -0.2659
C -1.9803 0.0451 -0.2017
C 2.2102 -1.0550 -0.5645
H 0.7928 1.7534 -0.6480
H -2.5678 -0.6518 -0.8011
H -0.5483 2.8996 -0.5559
H 2.3887 0.2878 1.1153
H 0.8675 -0.6305 1.0645
H 3.2463 -0.9843 -0.8981
H 2.3820 -1.4208 1.5502
H -1.0900 0.7590 -1.9354
H -2.1436 -1.0496 1.6436
H 1.5291 -1.7450 -2.4442
H -1.5295 0.5990 1.8503
H -3.2438 0.3198 1.5161
H -0.1852 1.8557 0.8267
H 0.2386 -1.5508 -1.1258

=====

21
Properties=species:S:1:pos:R:3 method="wB97M-V/def2-TZVPD" de_lowest_kcal_mol=21.93 e_homo_ha=-0.323 spin_multiplicity=1 lumo_ha=0.042 e_tot_ha=-275.081291 orbital_gap_ev=9.9
C -0.5921 0.3310 0.4518
C 0.6866 -1.1002 -1.1947
C -0.9127 1.4648 -0.1590
C -0.9839 2.8563 0.4059
C -0.5955 -0.9512 -0.3610
C 1.2874 -2.4975 -1.0814
C 0.1125 0.2810 1.7790
H -1.2066 1.4635 -1.2103
H -0.1798 -0.5774 2.3895
H 1.5777 -2.7024 -0.0503
H -0.1040 1.2022 2.3151
H 0.5975 -3.2314 -1.4749
H -0.6841 -1.7680 0.3577
H -0.4877 3.5749 -0.2423
H 1.4178 -0.3583 -0.8653
H -1.9867 3.2075 0.6505
H 2.2872 -2.4956 -1.5357
H 0.5270 -0.8654 -2.2516
H -1.5028 -1.0034 -0.9561
H -0.4397 2.9622 1.3520
H 1.1816 0.2073 1.6811

=====

21
Properties=species:S:1:pos:R:3 method="wB97M-V/def2-TZVPD" de_lowest_kcal_mol=18.90 e_homo_ha=-0.371 spin_multiplicity=1 lumo_ha=0.045 smiles=CC(C)CC1CC1 e_tot_ha=-275.086129 orbital_gap_ev=11.3
C 2.2297 -0.1438 -1.2743
C 1.4792 -0.2124 1.1264
C -1.3126 0.2566 0.2716
C -0.2234 0.0378 -0.7583
C 1.1970 0.3597 -0.2648
C -1.8849 -0.9180 1.0167
C -2.7164 -0.1969 -0.0069
H 2.0052 0.2050 -2.2892
H -2.9104 -0.6960 -0.9534
H 1.2877 1.4549 -0.2033
H 2.5402 -0.1093 1.3818
H 1.2241 -1.2783 1.1718
H -1.2227 1.1825 0.8397
H 3.2390 0.1961 -1.0154
H 2.2419 -1.2414 -1.2928
H -0.4271 0.6440 -1.6527
H -1.5100 -1.9042 0.7512
H -3.5357 0.4233 0.3461
H -0.2583 -1.0126 -1.0871
H -2.1414 -0.8082 2.0665
H 0.8960 0.3000 1.8985

=====

34
Properties=species:S:1:pos:R:3 method="wB97M-V/def2-TZVPD" total_charge=-1 e_homo_ha=-0.203 spin_multiplicity=1 lumo_ha=0.098 e_tot_ha=-1549.436587 orbital_gap_ev=8.2
S 1.3802 1.6374 0.1254
F 2.5745 -0.0857 -1.5557
F 3.3375 1.8699 -1.5497
F 1.5007 1.5324 -2.4956
O 0.0473 -1.8419 2.2465
O 2.4351 1.7222 1.1127
O -2.5728 -0.8142 -3.0007
O 2.1357 -1.3666 1.1804
O -3.1063 1.6469 1.7134
O -0.5173 -0.7035 -3.6685
O 0.8412 2.9615 -0.1260
C -0.7027 1.1491 1.9469
C 2.2232 1.1669 -1.4740
C -1.0547 0.0162 -0.4366
C -0.7135 -1.1840 -1.3836
C -1.2378 -0.8701 -2.7727
C 2.3217 -2.6187 0.5573
C -1.7687 2.1740 1.5185
B 0.0775 0.3837 0.6949
B 0.7864 -0.9982 1.3859
H -3.0547 -0.5778 -2.1940
H -1.6271 2.5696 0.5142
H -1.9768 -0.2487 0.0901
H 3.3864 -2.8514 0.6101
H 0.3453 -1.3733 -1.5126
H -1.2724 -2.0578 -1.0387
H -1.2815 0.9151 -1.0269
H 0.0816 1.6424 2.5331
H -3.4309 1.4729 0.8226
H -0.1034 -2.7086 1.8489
H -1.1866 0.4342 2.6137
H -1.7039 3.0310 2.1959
H 1.7555 -3.4263 1.0375
H 2.0815 -2.5985 -0.5125